1.
Formula: C3H9NO2
Source: the OMol25 dataset
Level of theory: ωB97M-V/def2-TZVPD

Summary:
- Multiplicity: 1
- HOMO: -0.365 hartree
- Kohn-Sham gap: 10.6 eV
- Charge: 0

The geometry in XYZ format:
```
15
Properties=species:S:1:pos:R:3:mulliken_charge:R:1
C 0.8870 -1.4928 -1.4451 -1.1986
C -0.2109 -0.5045 -1.0647 -0.2330
N 0.3813 0.7749 -0.6983 -0.1887
C -0.2811 1.6999 0.0439 -0.0826
O 0.2475 2.4906 0.7890 -0.5341
H 1.7044 -1.4506 -0.7294 0.3725
H 0.4733 -2.5009 -1.4478 0.3472
H 1.2606 -1.2925 -2.4566 0.2954
H -0.7445 -0.9223 -0.2162 0.2851
H -0.8852 -0.3492 -1.9104 0.2643
H 1.3755 0.8179 -0.5102 0.2469
H -1.3755 1.7198 -0.1123 0.4258
O -0.9107 0.5270 3.5778 -0.6208
H -1.3273 0.8484 2.7722 0.3094
H -0.5945 -0.3658 3.4080 0.3113
```

=====

2.
Formula: C3H9NO2
Source: the OMol25 dataset
Level of theory: ωB97M-V/def2-TZVPD

Summary:
- Multiplicity: 1
- HOMO: -0.351 hartree
- Kohn-Sham gap: 10.4 eV
- Charge: 0

The geometry in XYZ format:
```
15
Properties=species:S:1:pos:R:3:mulliken_charge:R:1
C 0.0000 0.0000 0.0000 -0.6820
N 1.1934 -0.8658 0.2917 -0.2467
C 1.0624 -2.1810 0.5616 0.6165
C 2.3084 -3.1136 0.6615 -0.8886
O -0.0380 -2.6039 0.7407 -0.6001
H -0.7892 0.0313 0.7699 0.2344
H -0.4241 -0.4340 -0.9211 0.2160
H 0.3237 1.0325 -0.2142 0.3117
H 2.0931 -0.4998 -0.0294 0.2373
H 2.4300 -3.7903 -0.2010 0.2462
H 2.1927 -3.7233 1.5734 0.2561
H 3.2211 -2.5023 0.7605 0.2940
O -3.3972 -0.1693 -1.7056 -0.6398
H -4.3571 -0.3242 -1.5540 0.3142
H -3.0052 -1.0705 -1.7547 0.3307
```

=====

3.
Formula: C3H9NO2PS2
Source: the OMol25 dataset
Level of theory: ωB97M-V/def2-TZVPD

Summary:
- Multiplicity: 1
- HOMO: -0.436 hartree
- Kohn-Sham gap: 7.7 eV
- Charge: +1

The geometry in XYZ format:
```
18
Properties=species:S:1:pos:R:3:mulliken_charge:R:1
C -1.1176 1.0881 -0.5193 0.4696
C 0.9166 2.3566 0.5990 -1.1262
C 0.3634 1.2963 -0.3868 0.0881
N -2.0297 1.9934 -0.7662 -0.3094
O -1.2379 -0.2191 -0.4597 -0.3680
O 0.4831 -1.2151 1.3283 -0.5301
P 0.4506 -0.5316 0.0837 0.8002
S 1.2458 -1.3127 -1.6859 -0.2533
S -0.7120 -4.8654 1.0721 -0.3177
H 1.9385 2.0497 1.0772 0.3332
H 1.1030 3.3455 0.0498 0.3507
H 0.2063 2.4653 1.4226 0.3660
H 0.8608 1.2114 -1.4006 0.3618
H -1.9078 3.0092 -0.8868 0.2670
H -3.0154 1.6982 -0.9680 0.3209
H -0.0508 -4.5078 2.0987 0.1481
H 2.1623 -2.2215 -1.2923 0.2400
H 0.3411 -5.6405 0.6343 0.1592
```

=====

4.
Formula: C3H9NO2S
Source: the OMol25 dataset
Level of theory: ωB97M-V/def2-TZVPD

Summary:
- Multiplicity: 1
- HOMO: 0.030 hartree
- Kohn-Sham gap: 5.3 eV
- Charge: -2

The geometry in XYZ format:
```
16
Properties=species:S:1:pos:R:3:mulliken_charge:R:1
C 0.4289 -0.9064 0.0339 -0.8274
O -0.4857 -1.0732 -1.0210 -0.7524
C 0.8678 0.5179 0.3193 0.4551
C 0.6484 1.5105 -0.8008 -0.6525
S 1.8287 2.8150 -0.9948 -0.7980
N -0.0415 1.0078 1.4430 -0.8414
H 0.0209 -1.4101 0.9863 0.3301
H 1.1902 -1.6183 -0.3120 0.2207
H 1.8710 0.5180 0.7479 0.3103
H -0.3184 1.9971 -0.9636 0.1844
H 0.8259 0.7625 -1.7522 0.0988
H 0.2009 1.9057 1.7967 0.2264
H -1.0155 1.0221 1.2072 0.2419
H -1.4689 -1.8707 -0.7011 0.4445
H -2.1673 -2.6624 0.4680 0.2215
O -2.3855 -2.5153 -0.4568 -0.8622
```

=====

5.
Formula: C3H9NO2S
Source: the OMol25 dataset
Level of theory: ωB97M-V/def2-TZVPD

Summary:
- Multiplicity: 1
- HOMO (alpha / beta): -0.355 / -0.365 hartree
- Kohn-Sham gap (alpha / beta): 9.0 / 9.2 eV
- Charge: 0

The geometry in XYZ format:
```
16
Properties=species:S:1:pos:R:3:mulliken_charge:R:1
C -0.7671 1.8283 0.2855 -0.8652
C 1.1906 -1.6998 -0.5625 -0.9849
C -0.3194 0.6066 -0.4078 -0.1341
N -1.5937 -1.1931 0.2552 -0.7266
O 2.1062 0.8338 -0.6702 -0.6604
O 1.3274 0.0356 1.5767 -0.6242
S 1.1938 -0.0429 0.1072 1.1576
H -1.4923 1.5908 1.1770 0.2526
H -1.2753 2.5045 -0.5177 0.2827
H 0.1635 2.4185 0.4411 0.3114
H 1.9152 -2.1317 0.0765 0.3854
H 0.2295 -2.1106 -0.2464 0.4086
H 1.5884 -1.7122 -1.5309 0.3603
H -0.4231 0.7262 -1.4340 0.3228
H -2.4090 -0.6225 0.1543 0.2570
H -1.4347 -1.0314 1.2962 0.2572
```

=====

6.
Formula: C3H9NO2S
Source: the OMol25 dataset
Level of theory: ωB97M-V/def2-TZVPD

Summary:
- Multiplicity: 1
- HOMO: -0.326 hartree
- Kohn-Sham gap: 9.6 eV
- Charge: 0

The geometry in XYZ format:
```
16
Properties=species:S:1:pos:R:3:mulliken_charge:R:1
O -1.0433 1.4445 -1.7986 -0.6392
C -0.5157 0.4467 -1.3431 -0.0870
N -1.1704 -0.5982 -0.7817 -0.0676
C -0.3918 -1.6270 -0.1170 -0.7126
C 0.0063 -1.2485 1.3393 -0.5362
S 1.4728 -0.1762 1.3461 -0.2023
H 0.5668 0.4112 -1.1886 0.4787
H -2.1544 -0.7469 -0.9021 0.2347
H 0.4807 -1.9368 -0.6867 0.3455
H -0.9494 -2.5596 -0.0052 0.4006
H 0.3803 -2.2373 1.6064 0.2665
H -0.7719 -0.7927 1.9346 0.3668
H 0.8904 1.0128 1.4864 0.1378
O 1.2179 2.6467 0.0418 -0.5983
H 1.5807 3.3952 -0.4472 0.2852
H 0.4009 2.5660 -0.4845 0.3274
```

=====

7.
Formula: C3H9NO2S
Source: the OMol25 dataset
Level of theory: ωB97M-V/def2-TZVPD

Summary:
- Multiplicity: 1
- HOMO: -0.322 hartree
- Kohn-Sham gap: 9.5 eV
- Charge: 0

The geometry in XYZ format:
```
16
Properties=species:S:1:pos:R:3:mulliken_charge:R:1
C 0.4451 0.0474 1.7611 -0.9873
C 1.8691 0.3881 -0.1950 -0.8087
C -0.4943 -0.5539 -0.2784 -0.7687
N 0.5195 0.2684 0.3612 0.1061
O -2.4186 -0.7851 -1.9945 -0.5277
O -1.5093 1.6531 -1.3280 -0.5259
S -1.0971 0.3175 -1.7791 0.6060
H 0.6361 -0.9986 2.1333 0.3040
H 0.9717 0.8007 2.3180 0.3539
H -0.6612 0.2496 2.0327 0.3059
H 1.4869 0.4029 -1.2309 0.2319
H 2.2506 1.3818 0.1832 0.3132
H 2.7273 -0.3110 -0.0428 0.2822
H -0.1760 -1.5677 -0.6672 0.3093
H -1.2999 -0.6916 0.3398 0.4876
H -3.2500 -0.6017 -1.6134 0.3180
```

=====

8.
Formula: C3H9NO3
Source: the OMol25 dataset
Level of theory: ωB97M-V/def2-TZVPD

Summary:
- Multiplicity: 1
- HOMO: -0.356 hartree
- Kohn-Sham gap: 10.1 eV
- Charge: 0

The geometry in XYZ format:
```
16
Properties=species:S:1:pos:R:3:mulliken_charge:R:1
N -0.3299 -1.0900 1.2615 -0.3098
C 0.8104 -1.3801 0.5597 0.5764
O 1.3238 -2.4700 0.6551 -0.6193
C 1.2452 -0.1791 -0.2836 -0.5668
C 0.4561 -0.1597 -1.5895 -0.4098
O 0.8165 0.9860 -2.3494 -0.5187
H -0.5773 -1.6681 2.0527 0.2299
H -0.6645 -0.1405 1.3269 0.1676
H 0.8990 0.7337 0.2059 0.2197
H 2.3181 -0.0295 -0.3868 0.3577
H 0.5462 -1.0658 -2.1918 0.3309
H -0.6079 -0.0525 -1.3341 0.2663
H 0.3855 0.9429 -3.2149 0.3049
O -2.1072 1.5272 1.7373 -0.6317
H -2.9955 1.8103 1.5993 0.2948
H -1.5184 2.2351 1.9517 0.3079
```

=====

9.
Formula: C3H9NO3
Source: the OMol25 dataset
Level of theory: ωB97M-V/def2-TZVPD

Summary:
- Multiplicity: 1
- HOMO: -0.369 hartree
- Kohn-Sham gap: 10.7 eV
- Charge: 0

The geometry in XYZ format:
```
16
Properties=species:S:1:pos:R:3:mulliken_charge:R:1
N 0.6799 0.8454 0.6485 -0.6217
C -0.0091 0.7669 -0.6300 0.3685
C -1.5137 0.7236 -0.3566 -0.2721
O -2.3344 0.7954 -1.2239 -0.4648
C 0.3848 -0.5158 -1.3652 -0.5281
O 1.5770 -0.3617 -2.1465 -0.5128
H 1.6902 0.7756 0.5091 0.2529
H 0.5023 1.7343 1.1031 0.2217
H 0.1593 1.5721 -1.3560 0.3023
H -1.7535 0.6313 0.7186 0.3517
H 0.5861 -1.3197 -0.6434 0.2481
H -0.4178 -0.8632 -2.0166 0.3180
H 1.8535 0.5593 -2.0979 0.3408
O -0.7637 -1.5592 3.1189 -0.6326
H -0.7080 -1.9242 2.2252 0.3161
H 0.0672 -1.8600 3.5127 0.3120
```

=====

10.
Formula: C3H9NO3
Source: the OMol25 dataset
Level of theory: ωB97M-V/def2-TZVPD

Summary:
- Multiplicity: 1
- HOMO: -0.358 hartree
- Kohn-Sham gap: 10.6 eV
- Charge: 0

The geometry in XYZ format:
```
16
Properties=species:S:1:pos:R:3:mulliken_charge:R:1
C -1.0510 0.9132 0.8102 -1.3994
C 0.0762 0.2417 0.0473 0.4625
C -0.3136 -0.0755 -1.3851 -0.6377
O -0.5609 1.1828 -2.0568 -0.5091
N 0.3565 -1.1264 0.6602 -0.1526
O 1.5362 -1.6324 0.0370 -0.4308
O 0.6277 -1.0107 2.0192 -0.3618
H -1.9089 0.2482 0.8587 0.3512
H -1.3315 1.8304 0.2990 0.3789
H -0.7497 1.1480 1.8290 0.3547
H 0.9987 0.8486 0.0708 0.2999
H -1.2571 -0.6203 -1.4155 0.3249
H 0.4787 -0.6311 -1.8970 0.3048
H 0.2739 1.6578 -2.1418 0.3204
H 1.4662 -2.5941 0.1023 0.3449
H 1.3585 -0.3800 2.1624 0.3492
```

=====

11.
Formula: C3H9NO3
Source: the OMol25 dataset
Level of theory: ωB97M-V/def2-TZVPD

Summary:
- Multiplicity: 1
- HOMO: -0.314 hartree
- Kohn-Sham gap: 9.2 eV
- Charge: 0

The geometry in XYZ format:
```
16
Properties=species:S:1:pos:R:3:mulliken_charge:R:1
C 0.8028 2.6345 -0.3191 -0.7395
N -0.2358 1.7228 -0.5033 -0.2458
C -0.1869 0.3219 -0.2412 -0.2303
C -1.4831 -0.3906 -0.5450 0.3552
O -2.5200 -0.1838 0.0695 -0.5042
O -1.2910 -1.4724 -1.4296 -0.4178
H 0.5248 3.7707 -0.4107 0.2791
H 1.7882 2.3485 -0.8578 0.2274
H 1.1473 2.4022 0.6708 0.3192
H -1.1718 1.9126 -0.3845 0.1643
H 0.0918 0.1358 0.8469 0.2380
H 0.5050 -0.2293 -0.9439 0.2535
H -2.0298 -1.5026 -1.9250 0.2995
O 1.4822 -3.8866 1.6391 -0.6429
H 1.0698 -4.5458 2.2927 0.3296
H 1.5067 -3.0379 2.0411 0.3148
```

=====

12.
Formula: C3H9NO3
Source: the OMol25 dataset
Level of theory: ωB97M-V/def2-TZVPD

Summary:
- Multiplicity: 1
- HOMO: -0.358 hartree
- Kohn-Sham gap: 6.2 eV
- Charge: 0

The geometry in XYZ format:
```
16
Properties=species:S:1:pos:R:3:mulliken_charge:R:1
O 1.1399 -1.1920 0.0276 -0.5203
C 0.3648 -0.3732 -0.7204 0.0917
O -0.0129 -0.7651 -1.8451 -0.4691
C -0.9915 -0.0893 0.2146 0.3727
C -2.0608 0.5949 -0.6336 -1.1928
N -0.5972 0.7245 1.3119 -0.5391
H 0.8488 0.6393 -0.7285 0.5400
H -1.3284 -1.0743 0.5491 0.2881
H -2.2324 -0.0723 -1.4798 0.3522
H -1.6570 1.5279 -1.0309 0.3054
H -2.9636 0.8063 -0.0699 0.3639
H -0.9501 0.3817 2.2025 0.2672
H 0.4814 0.8532 1.4003 0.3891
H 2.7204 1.0549 1.5762 0.1687
H 1.6848 -0.5486 0.6193 0.4520
O 1.9535 0.7292 1.0863 -0.8696
```

=====

E_tot readings, ordered: -324.936158, -324.942199, -1462.435330, -723.026254, -722.962909, -723.118413, -723.036688, -400.187258, -400.146476, -400.069105, -400.121545, -399.986735 Ha
Relative energy (zero: lowest compared OMol25 entry of this formula, charge and spin) readings, ordered: 22.88, 19.08, 0.00, 35.02, 128.92, 31.34, 82.62, 21.48, 47.07, 95.62, 62.72, 147.31 kcal per mole